A molecular structure, C14H31N7RuS5Sb. Source: OMol25; level of theory: the ωB97M-V functional and the def2-TZVPD basis.

## Properties
calculated total energy	-88746.9221	eV
⟨S²⟩	0.896
LUMO level (alpha / beta)	-0.96 / -1.41	eV

Geometry as ORCA input:
```
! RIJCOSX wB97M-V def2-TZVPD def2/J DEFGRID3
* xyz 0 2
Ru 1.22525 1.54394 -1.08626
C 1.88625 0.14214 2.20564
C 3.14395 -0.22276 1.41484
N 3.12105 0.28004 0.04314
C 3.62315 -0.67716 -0.93886
C 2.48305 -1.59386 -1.40016
N 1.36105 -0.77806 -1.85936
C 0.16585 -1.50536 -2.26266
C -0.91415 -1.74776 -1.18356
C -2.17885 0.41734 -0.32406
N -1.21535 1.47474 -0.60376
C -1.32615 2.53394 0.40624
C -0.51765 2.17024 1.65004
N 0.90605 2.22134 1.34464
C 1.72385 1.65204 2.40984
H 1.93645 -0.36426 3.17204
H 1.01585 -0.22686 1.65644
H 3.21095 -1.31376 1.37814
H 4.02755 0.14494 1.95404
H 3.65125 1.15004 -0.02486
H 4.44065 -1.29056 -0.53026
H 4.00335 -0.12506 -1.80246
H 2.17055 -2.22716 -0.56566
H 2.85285 -2.25186 -2.20096
H 1.70425 -0.25956 -2.67806
H 0.45275 -2.48686 -2.66926
H -0.30815 -0.94266 -3.07156
H 0.52465 -2.06746 0.29374
H -1.30995 -2.75806 -1.40206
H -2.02895 0.10304 0.70964
H -3.20375 0.81704 -0.41316
H -1.44465 1.87494 -1.52036
H -2.37815 2.70374 0.68414
H -0.91335 3.45774 -0.01576
H -0.76285 1.15154 1.96044
H -0.77425 2.85544 2.47364
H 1.17175 3.19524 1.18484
H 1.26425 1.84844 3.39024
H 2.70285 2.13584 2.40654
S 3.17185 1.62864 -3.27796
Sb 2.64545 3.91384 -3.40856
S -0.26145 1.80644 -3.56166
S 2.00325 3.96674 -1.09566
S 0.19745 3.56824 -4.32096
C -3.86835 -1.63626 2.95634
C -3.26795 -2.82646 2.20574
C -2.45795 -2.34396 1.04734
N -1.20955 -2.20886 1.14964
N -0.40985 -1.70356 0.17224
C -2.17865 -0.83166 -1.21546
N -2.71275 -0.51936 -2.50196
S -3.46285 -1.89586 -0.37306
H -4.50275 -1.98056 3.76994
H -4.47015 -1.03786 2.27564
H -3.07045 -1.01846 3.36554
H -4.06985 -3.46206 1.82554
H -2.62745 -3.40676 2.87004
H -2.25075 0.26914 -2.94206
H -2.69065 -1.31606 -3.12566
*
```